DFT (wB97M-V/def2-TZVPD) results for C22H30O2SiV as an isolated structure at a distorted geometry.

Summary:
2S+1: 4
E_tot (a.u.): -2240.0639
Frontier orbital gap (alpha / beta) (eV): 6.4915 / 6.5827
E_LUMO (alpha / beta) (eV): 0.45 / 0.43

XYZ file:
```
56
Properties=species:S:1:pos:R:3:mulliken_charge:R:1
C 2.9364 -0.0920 1.3206 -0.792
C 2.6973 -0.7760 0.0664 -0.692
C 3.5747 -0.1957 -0.9212 -0.509
H 1.9923 -1.5934 -0.0932 0.852
C 4.3935 0.7795 -0.2441 -0.394
C 3.9552 0.9228 1.1029 -0.533
H 4.4932 1.4528 1.9077 0.465
H 2.4180 -0.2789 2.2676 0.597
H 3.7081 -0.5629 -1.9483 0.460
H 5.2585 1.2602 -0.6863 0.471
V 2.1540 1.2359 -0.1916 0.333
C -0.0650 0.6325 -0.6411 -0.208
H 0.7023 -0.1943 -0.6767 0.060
H -0.5211 0.9991 0.2727 -0.554
H -0.9781 0.2656 -1.3003 0.225
Si -1.4699 -2.1238 0.5748 0.457
C -2.8487 -1.1832 1.3845 0.230
C -3.1864 -1.7715 2.6497 -0.520
H -2.5065 -2.5852 3.0356 0.238
C -4.3844 -1.4183 3.3092 -0.555
H -4.6256 -1.9686 4.1827 0.377
C -5.1133 -0.3206 2.9036 -0.454
H -5.9952 -0.0148 3.4566 0.369
C -4.7433 0.2998 1.6787 -0.392
H -5.3454 1.1582 1.3428 0.311
C -3.5944 -0.0667 0.9476 -0.060
H -3.3203 0.4674 0.0220 0.332
C -1.2105 -2.6743 -1.2142 0.764
C -1.9050 -3.8887 -1.3963 -0.758
H -2.8451 -4.0468 -0.8375 0.377
C -1.3156 -4.8979 -2.1652 -0.424
H -1.8020 -5.8535 -2.2219 0.390
C -0.1369 -4.6388 -2.8883 -0.561
H 0.3664 -5.4550 -3.4055 0.377
C 0.3731 -3.3212 -2.9069 -0.489
H 1.2111 -3.0962 -3.5635 0.394
C -0.1964 -2.3142 -2.1223 -0.481
H 0.1445 -1.2988 -2.2145 0.597
H -0.1187 -1.4879 1.1389 -0.142
H -1.6801 -3.3798 1.2225 -0.329
C 0.4166 2.1398 2.2444 -0.782
O 1.1121 2.6332 1.0842 -0.157
C 0.4835 3.7451 0.4062 -0.621
C 1.2598 4.1215 -0.8605 -0.545
O 1.8293 2.9718 -1.4578 -0.154
C 2.6322 3.1818 -2.5827 -0.866
H 0.0793 2.9805 2.8549 0.347
H 1.1150 1.4943 2.7941 0.172
H -0.4515 1.5315 1.9586 0.276
H -0.5504 3.4571 0.1233 0.338
H 0.4063 4.6041 1.1086 0.467
H 0.5872 4.6306 -1.5622 0.340
H 2.0389 4.8361 -0.5612 0.455
H 3.2854 2.3401 -2.7230 0.232
H 2.0297 3.2890 -3.4770 0.281
H 3.2558 4.0686 -2.4981 0.388
```